The following is a quantum chemistry calculation of a molecular structure, C47H37AsClN4OS2Ti, from the Open Molecules 2025 dataset.

CARTESIAN COORDINATES (ANGSTROEM)
Ti1 -0.114 0.132 -0.442
Cl1 -4.337 -4.511 2.882
C1 -3.135 -3.357 2.406
C2 -1.789 -3.621 2.674
C3 -0.809 -2.723 2.311
C4 -1.170 -1.551 1.634
O1 -0.244 -0.672 1.283
C5 -2.525 -1.282 1.370
C6 -2.938 -0.034 0.789
N1 -2.213 0.789 0.105
C7 -2.878 1.962 -0.356
C8 -4.161 1.968 -0.841
C9 -4.775 3.178 -1.221
C10 -4.101 4.363 -1.126
C11 -2.759 4.377 -0.683
C12 -1.971 5.551 -0.622
C13 -0.665 5.458 -0.240
C14 -0.137 4.185 0.067
N2 -0.832 3.078 0.023
C15 -2.137 3.167 -0.320
C16 -3.512 -2.190 1.791
H1 -1.527 -4.537 3.187
H2 0.237 -2.881 2.534
H3 -3.968 0.243 1.007
H4 -4.703 1.039 -0.965
H5 -5.794 3.160 -1.584
H6 -4.572 5.297 -1.405
H7 -2.414 6.504 -0.886
H8 -0.026 6.328 -0.187
H9 0.904 4.095 0.359
H10 -4.559 -1.976 1.621
S1 3.392 3.042 0.287
C17 2.685 2.790 1.851
C18 3.052 3.377 3.058
C19 2.361 3.001 4.190
C20 1.336 2.054 4.118
C21 0.965 1.478 2.921
C22 1.644 1.856 1.764
N3 1.431 1.385 0.464
C23 2.252 1.947 -0.385
C24 2.195 1.558 -1.783
C25 2.975 2.176 -2.757
C26 2.947 1.670 -4.045
C27 2.159 0.556 -4.324
C28 1.361 -0.017 -3.342
C29 1.332 0.485 -2.041
H11 3.864 4.091 3.109
H12 2.628 3.426 5.148
H13 0.831 1.753 5.027
H14 0.206 0.715 2.880
H15 3.602 3.029 -2.523
H16 3.546 2.121 -4.824
H17 2.162 0.139 -5.324
H18 0.751 -0.873 -3.606
C30 1.316 -3.992 -0.441
C31 0.311 -4.643 -1.154
C32 -0.697 -3.909 -1.748
C33 -0.684 -2.515 -1.631
C34 0.307 -1.860 -0.901
C35 1.305 -2.615 -0.292
C36 -1.612 -1.634 -2.349
C37 -2.644 -2.086 -3.205
C38 -3.354 -1.182 -3.930
C39 -3.002 0.188 -3.898
C40 -3.626 1.156 -4.716
C41 -3.190 2.449 -4.709
C42 -2.100 2.820 -3.895
C43 -1.487 1.907 -3.080
C44 -1.950 0.574 -3.042
N4 -1.344 -0.340 -2.218
H19 2.107 -4.575 0.018
H20 0.323 -5.721 -1.245
H21 -1.474 -4.417 -2.305
H22 2.057 -2.141 0.329
H23 -2.856 -3.142 -3.275
H24 -4.160 -1.504 -4.578
H25 -4.438 0.848 -5.363
H26 -3.662 3.188 -5.342
H27 -1.731 3.837 -3.928
H28 -0.623 2.199 -2.500
C45 5.467 -3.404 2.518
As1 3.994 -3.125 3.735
C46 3.079 -4.826 3.795
C47 4.808 -2.922 5.472
S2 2.750 -1.542 3.203
H29 6.133 -4.179 2.897
H30 6.005 -2.465 2.411
H31 5.068 -3.698 1.549
H32 3.773 -5.629 4.039
H33 2.629 -5.004 2.820
H34 2.295 -4.770 4.548
H35 5.452 -3.772 5.695
H36 4.018 -2.845 6.216
H37 5.387 -2.001 5.473

* ΔE to the lowest compared entry with this formula, charge and spin: 20.4 kJ/mol
* HOMO energy: -10.2 eV
* frontier orbital gap: 7.2 eV
* charge: +1

Atom charges from the Mulliken analysis, given in e for atoms 1 to 6: number 1, Ti, carries -1.83; number 2, Cl, carries -0.22; number 3, C, carries -0.02; number 4, C, carries -0.81; number 5, C, carries -0.30; number 6, C, carries 0.05